{"formula": "C41H128N28O11P6", "method": "ωB97M-V/def2-TZVPD", "total_energy_ev": -164578.232, "e_lumo_ev": -0.2033, "homo_lumo_gap_ha": 0.29374, "fmax_ha_per_bohr": 0.138, "smiles": "CN(C)P(=O)(N(C)C)N(C)C.CN(C)P(=O)(N(C)C)N(C)C.CN(C)P(=O)(N(C)C)N(C)C.CN(C)P(=O)(N(C)C)N(C)C.CN(C)P(=O)(N(C)C)N(C)C.CN(C)P(=O)(N(C)C)N(C)C.NC(N)=O.NC(N)=O.NC(N)=O.NC(N)=O.NC(N)=O", "species": ["O", "P", "N", "C", "C", "N", "C", "C", "N", "C", "C", "H", "H", "H", "H", "H", "H", "H", "H", "H", "H", "H", "H", "H", "H", "H", "H", "H", "H", "O", "P", "N", "C", "C", "N", "C", "C", "N", "C", "C", "H", "H", "H", "H", "H", "H", "H", "H", "H", "H", "H", "H", "H", "H", "H", "H", "H", "H", "O", "P", "N", "C", "C", "N", "C", "C", "N", "C", "C", "H", "H", "H", "H", "H", "H", "H", "H", "H", "H", "H", "H", "H", "H", "H", "H", "H", "H", "O", "P", "N", "C", "C", "N", "C", "C", "N", "C", "C", "H", "H", "H", "H", "H", "H", "H", "H", "H", "H", "H", "H", "H", "H", "H", "H", "H", "H", "O", "P", "N", "C", "C", "N", "C", "C", "N", "C", "C", "H", "H", "H", "H", "H", "H", "H", "H", "H", "H", "H", "H", "H", "H", "H", "H", "H", "H", "O", "P", "N", "C", "C", "N", "C", "C", "N", "C", "C", "H", "H", "H", "H", "H", "H", "H", "H", "H", "H", "H", "H", "H", "H", "H", "H", "H", "H", "C", "O", "N", "N", "H", "H", "H", "H", "C", "O", "N", "N", "H", "H", "H", "H", "C", "O", "N", "N", "H", "H", "H", "H", "C", "O", "N", "N", "H", "H", "H", "H", "C", "O", "N", "N", "H", "H", "H", "H"], "positions_angstrom": [[4.048, 0.099, 7.649], [3.149, -0.386, 6.473], [1.922, 0.671, 6.151], [1.476, 1.595, 7.199], [1.652, 1.110, 4.801], [2.305, -1.881, 6.729], [3.121, -3.004, 7.037], [0.976, -2.208, 6.191], [3.963, -0.665, 5.003], [4.850, 0.410, 4.535], [3.653, -1.517, 3.896], [1.309, 0.993, 8.092], [0.586, 2.153, 6.905], [2.323, 2.237, 7.441], [2.123, 0.550, 3.992], [1.956, 2.156, 4.775], [0.571, 1.145, 4.665], [3.035, -3.710, 6.211], [4.140, -2.658, 7.211], [2.734, -3.509, 7.923], [0.570, -3.125, 6.618], [0.309, -1.396, 6.483], [0.922, -2.315, 5.108], [4.292, 1.196, 4.026], [5.434, 0.909, 5.309], [5.627, 0.146, 3.818], [4.600, -1.907, 3.521], [3.241, -0.942, 3.067], [3.004, -2.388, 3.995], [6.070, -3.367, -4.832], [4.734, -3.386, -4.207], [3.656, -4.618, -4.775], [3.946, -6.024, -4.258], [2.918, -4.469, -6.036], [3.925, -1.819, -4.341], [4.729, -0.545, -4.202], [2.560, -1.738, -4.186], [4.869, -3.677, -2.488], [5.835, -4.573, -1.912], [3.924, -3.287, -1.567], [4.010, -6.056, -3.170], [4.922, -6.235, -4.693], [3.169, -6.768, -4.434], [1.850, -4.536, -5.832], [3.193, -5.420, -6.492], [3.190, -3.521, -6.500], [4.871, -0.209, -5.229], [4.310, 0.247, -3.581], [5.696, -0.934, -3.883], [2.099, -1.328, -5.085], [2.209, -2.753, -4.002], [2.282, -1.045, -3.392], [5.436, -5.457, -1.413], [6.416, -4.938, -2.758], [6.453, -4.103, -1.148], [3.752, -2.212, -1.604], [4.215, -3.477, -0.533], [2.928, -3.727, -1.614], [-0.521, -3.167, -4.287], [-1.399, -4.063, -3.549], [-2.760, -4.537, -4.478], [-3.880, -3.550, -4.403], [-2.487, -5.335, -5.662], [-1.952, -3.385, -2.035], [-1.212, -2.230, -1.511], [-3.017, -3.930, -1.262], [-0.637, -5.522, -3.050], [0.762, -5.638, -2.867], [-1.546, -6.491, -2.326], [-3.469, -2.688, -4.929], [-4.035, -3.218, -3.377], [-4.813, -3.828, -4.894], [-3.049, -4.992, -6.530], [-2.714, -6.384, -5.470], [-1.430, -5.287, -5.927], [-1.006, -1.553, -2.340], [-1.684, -1.890, -0.589], [-0.222, -2.587, -1.228], [-2.635, -4.250, -0.293], [-3.788, -3.203, -1.008], [-3.449, -4.771, -1.806], [1.327, -4.728, -3.073], [0.800, -5.803, -1.791], [1.155, -6.493, -3.416], [-1.882, -6.054, -1.386], [-0.989, -7.373, -2.011], [-2.309, -6.922, -2.975], [-8.455, -1.655, 1.927], [-7.058, -1.482, 1.441], [-6.909, -0.361, 0.219], [-5.837, -0.310, -0.764], [-7.731, 0.823, 0.115], [-6.197, -2.905, 0.970], [-6.852, -3.649, -0.091], [-5.589, -3.757, 2.033], [-5.931, -0.836, 2.587], [-6.244, -0.805, 3.999], [-4.599, -0.245, 2.342], [-6.230, -0.215, -1.777], [-5.240, -1.211, -0.625], [-5.253, 0.593, -0.581], [-8.644, 0.524, -0.400], [-7.215, 1.660, -0.354], [-8.048, 1.209, 1.084], [-6.117, -4.365, -0.458], [-7.736, -4.209, 0.215], [-7.083, -2.868, -0.816], [-4.638, -3.367, 2.398], [-6.353, -3.899, 2.797], [-5.281, -4.736, 1.666], [-6.078, 0.215, 4.346], [-7.315, -0.991, 4.078], [-5.670, -1.430, 4.683], [-3.951, -0.615, 3.137], [-4.392, 0.825, 2.360], [-4.317, -0.776, 1.433], [5.796, 1.517, 1.641], [4.950, 2.478, 0.906], [3.844, 3.458, 1.817], [2.427, 3.089, 1.861], [4.324, 4.214, 2.950], [3.911, 1.932, -0.471], [3.856, 0.451, -0.703], [3.399, 2.765, -1.510], [5.970, 3.606, 0.152], [5.675, 5.057, 0.085], [6.993, 3.241, -0.837], [2.184, 2.542, 0.950], [1.849, 4.012, 1.829], [2.089, 2.405, 2.639], [3.861, 5.200, 2.983], [5.400, 4.362, 2.861], [4.165, 3.653, 3.871], [3.694, -0.073, 0.239], [3.021, 0.156, -1.339], [4.809, 0.122, -1.118], [2.418, 2.573, -1.947], [3.229, 3.787, -1.172], [4.251, 2.864, -2.182], [4.725, 5.287, 0.566], [6.368, 5.800, 0.480], [5.644, 5.392, -0.952], [6.769, 2.279, -1.296], [8.021, 3.176, -0.482], [7.037, 3.894, -1.709], [0.409, 5.374, -3.834], [-0.998, 4.909, -4.016], [-2.143, 5.977, -3.388], [-1.912, 7.358, -2.992], [-3.554, 5.739, -3.575], [-1.429, 3.397, -3.131], [-1.928, 3.289, -1.737], [-0.628, 2.258, -3.589], [-1.633, 4.529, -5.568], [-2.720, 3.641, -5.901], [-1.251, 5.328, -6.710], [-2.817, 7.909, -3.247], [-1.012, 7.684, -3.514], [-1.915, 7.350, -1.902], [-3.921, 6.263, -4.458], [-4.192, 6.089, -2.763], [-3.821, 4.694, -3.729], [-2.624, 4.123, -1.646], [-2.324, 2.282, -1.598], [-1.170, 3.403, -0.962], [-0.780, 2.121, -4.660], [0.444, 2.451, -3.597], [-0.905, 1.320, -3.109], [-3.583, 4.175, -6.298], [-2.469, 3.103, -6.815], [-3.011, 2.929, -5.129], [-1.858, 6.233, -6.748], [-1.375, 4.836, -7.674], [-0.224, 5.658, -6.551], [-1.537, -3.167, 3.280], [-1.376, -2.097, 3.834], [-1.593, -4.316, 3.822], [-1.595, -3.326, 1.974], [-1.296, -5.084, 3.237], [-1.435, -4.354, 4.819], [-1.544, -2.563, 1.314], [-1.798, -4.280, 1.714], [-2.664, -0.195, 6.509], [-3.123, 0.261, 7.558], [-2.855, -1.412, 6.130], [-1.836, 0.457, 5.767], [-2.651, -1.719, 5.189], [-3.463, -2.037, 6.639], [-1.440, -0.114, 5.034], [-1.688, 1.456, 5.779], [0.649, 7.117, 0.124], [0.530, 6.700, 1.266], [0.752, 8.319, -0.283], [0.703, 6.270, -0.901], [0.711, 8.465, -1.281], [0.677, 9.092, 0.363], [0.530, 5.335, -0.563], [0.783, 6.473, -1.887], [0.278, 0.141, 0.872], [1.136, -0.749, 0.902], [0.354, 1.147, 0.078], [-0.714, 0.207, 1.701], [-0.327, 1.893, 0.087], [1.206, 1.344, -0.427], [-0.869, -0.560, 2.339], [-1.233, 1.073, 1.721], [-1.358, 3.783, 2.668], [-1.199, 3.281, 1.538], [-2.223, 3.421, 3.647], [-0.561, 4.610, 3.170], [-2.975, 2.782, 3.432], [-2.170, 3.789, 4.587], [-0.618, 4.850, 4.150], [0.247, 4.966, 2.679]], "atomic_forces_ev_per_a": [[-2.34, -1.59, -3.28], [1.05, -0.86, 1.60], [-0.11, -0.30, -0.32], [1.03, -0.85, 0.20], [-0.46, 0.95, 0.52], [0.17, 1.89, -0.34], [-0.01, -0.45, 0.10], [0.23, 1.13, 0.39], [0.64, 1.00, 1.57], [0.37, 0.82, 0.25], [0.08, -0.58, -1.03], [-0.40, 0.25, 0.09], [0.05, -0.16, -0.01], [-0.23, 0.54, 0.05], [-0.08, -0.07, 0.37], [0.26, 0.25, -0.57], [-0.21, -0.26, -0.36], [0.60, -0.35, -0.14], [0.07, -0.41, -0.02], [0.18, -0.13, 0.26], [0.31, -0.07, 0.33], [-0.21, -0.09, -0.20], [0.23, 0.02, -0.24], [-0.24, 0.13, -0.17], [-0.44, -0.25, 0.57], [-0.34, -0.82, -0.12], [0.11, -0.15, -0.09], [-0.23, 0.15, -0.24], [-0.15, 0.25, 0.86], [-0.20, -0.09, 0.11], [-1.03, 0.78, 1.46], [0.33, 1.20, 2.24], [0.29, 1.85, -0.26], [0.45, -1.27, 1.43], [3.55, -1.69, 0.57], [0.35, -2.50, -1.46], [-2.06, 0.12, -0.15], [1.14, -0.75, -2.26], [0.86, -0.54, -1.12], [-2.32, 1.84, 1.69], [0.25, 0.50, 0.01], [-0.12, -0.94, 0.10], [-0.01, 0.33, -0.87], [-0.22, 0.39, -0.11], [-0.08, 0.53, -1.44], [-0.02, -0.43, -0.45], [0.04, 0.59, 0.09], [-0.22, -0.49, 0.20], [0.21, 0.76, 0.34], [-0.48, -0.13, -0.26], [-0.77, 0.34, 0.06], [-0.23, -0.18, 0.50], [-0.64, -0.16, -0.07], [0.61, -0.03, 0.36], [0.24, 0.35, -0.21], [-0.15, 0.24, 0.00], [0.45, -0.07, -0.05], [-0.30, -0.45, -0.42], [1.11, 0.86, -0.09], [-1.14, -1.89, 1.75], [-0.06, 0.39, 2.57], [1.53, 0.35, -0.86], [0.08, -0.05, 0.10], [0.19, 0.05, -2.60], [0.82, -1.50, -0.52], [0.00, -0.05, 0.27], [-3.72, 0.59, -1.68], [0.21, -0.25, 1.24], [1.84, 0.23, -0.35], [-0.58, 0.54, -0.17], [-0.21, -0.36, -0.14], [0.19, -0.51, 0.17], [-0.11, 0.08, 0.11], [-0.17, -0.12, -0.15], [0.05, 0.12, -0.02], [-0.48, 0.66, 0.49], [-0.24, 0.67, -0.49], [0.29, 0.17, 0.37], [-0.07, -0.52, 0.20], [-0.33, 0.27, -0.24], [-0.22, 0.10, 0.31], [-0.21, -0.05, -0.34], [1.20, -0.30, 0.25], [0.27, 0.03, 0.04], [-0.45, -0.09, -0.24], [0.51, 0.06, -0.17], [-0.35, 0.64, 0.12], [1.37, 0.18, -0.24], [1.94, 0.72, 1.28], [0.65, -0.54, -0.92], [-0.04, -0.39, 0.64], [-1.30, -0.29, 0.86], [-0.07, 0.72, 0.40], [0.54, 0.26, 0.08], [-0.53, 0.61, -0.33], [-0.51, 0.23, 0.79], [-1.19, 0.79, -0.10], [-0.46, -2.39, -0.49], [-0.07, -0.31, -0.15], [0.24, 0.16, -0.44], [0.42, -0.05, -0.01], [-0.12, 0.62, -0.35], [0.09, -0.33, -0.31], [0.03, -0.20, 0.25], [-0.11, 0.04, -0.49], [-0.24, 0.14, 0.07], [-0.34, -0.60, -0.57], [-0.34, 0.59, 0.34], [0.45, -0.20, 0.50], [-0.51, -0.05, -0.55], [-0.09, 0.20, 0.24], [0.05, -0.21, 0.46], [0.22, -0.53, -0.33], [0.21, -0.30, 0.06], [-0.95, 0.35, -0.49], [0.86, 0.77, -0.27], [-0.99, -0.46, -0.61], [-1.39, 1.76, -1.96], [0.60, -1.65, -1.22], [0.18, 0.08, -1.15], [0.59, -0.34, -0.01], [0.43, -2.16, 3.38], [0.47, 0.93, 0.67], [1.43, 1.78, 0.27], [0.11, 2.03, -0.15], [-0.68, -0.03, -0.24], [-0.15, -1.09, -0.14], [0.13, 0.28, 0.04], [-0.17, -0.04, 0.27], [0.35, 0.34, 0.49], [-0.21, 0.01, 0.12], [0.04, 0.04, -0.01], [-0.15, 0.20, 0.29], [0.06, 0.05, 0.03], [0.02, 0.26, -0.18], [-0.08, -0.30, -0.27], [0.20, -1.04, -0.19], [0.23, 0.21, 0.50], [-0.64, 0.13, -1.27], [-0.04, -0.16, -0.21], [0.77, -0.68, 0.74], [-0.48, -0.29, -0.34], [-0.08, -0.34, 0.27], [-0.07, 0.07, 0.52], [-0.43, 0.54, 0.23], [-1.24, -0.06, -0.85], [-2.65, -2.06, 1.67], [0.16, -0.50, -0.03], [-0.16, -1.02, 0.27], [-0.67, -0.61, -0.73], [0.82, 1.08, -1.20], [0.82, 1.01, -1.18], [0.01, 0.43, -1.05], [1.25, -0.50, 0.89], [-0.32, -0.42, -0.58], [0.51, 1.09, 0.64], [0.37, 0.42, -0.49], [-0.05, 0.61, 0.54], [0.76, 0.61, 0.16], [-0.04, 0.17, -0.29], [0.39, 0.08, 0.45], [0.35, -0.08, 0.12], [-0.36, -0.46, 0.53], [-0.56, 0.20, -0.12], [0.25, 0.27, -0.04], [-0.43, -0.19, -0.19], [0.31, -0.18, 0.85], [0.14, 0.19, 0.25], [-0.46, 0.49, 0.66], [0.54, -0.59, 0.12], [0.16, 0.31, 0.05], [-0.22, 0.26, -0.17], [0.21, -0.38, 0.23], [0.12, -0.03, -0.40], [0.91, 3.23, -1.90], [-0.21, 1.49, 0.71], [-0.13, -4.68, 3.91], [-0.40, 0.12, -2.84], [-0.10, -0.20, 0.83], [0.08, -0.32, -0.15], [0.07, -0.30, 0.16], [-0.04, 0.74, -1.00], [-1.65, 1.96, 4.73], [-0.48, 0.23, 0.02], [-1.51, -4.99, -1.42], [2.86, 1.88, -3.45], [0.32, 0.14, 0.13], [0.10, 0.60, 0.24], [0.40, 0.68, -0.30], [-0.16, -0.52, 0.29], [-0.11, -3.42, 0.64], [-0.04, 0.24, 1.23], [0.24, 5.59, -0.79], [-0.15, -2.66, -0.56], [0.06, 0.51, 0.45], [0.03, -0.14, -0.30], [0.11, -0.16, -0.77], [-0.06, -0.26, 0.16], [3.09, -2.70, 0.81], [-0.03, -0.59, -0.13], [0.44, 3.85, -3.81], [-3.25, -0.34, 2.26], [0.16, -0.06, 0.25], [-0.15, -0.41, 0.10], [-0.06, 0.27, 0.25], [-0.25, -0.16, 0.41], [-1.04, -3.39, -1.28], [-1.29, 0.00, 0.43], [-2.48, -1.86, -0.18], [4.87, 4.77, 2.03], [0.15, 0.17, 0.18], [-0.17, -0.05, -0.48], [0.09, 0.20, -0.44], [-0.31, 0.16, -0.30]], "mulliken_charge": [-0.835, 0.049, 0.986, -1.150, -0.727, 0.338, -1.101, -0.920, 0.397, -1.414, -0.715, 0.312, 0.299, 0.305, -0.295, 0.725, -0.061, 0.351, 0.357, 0.330, 0.388, 0.176, 0.266, 0.403, 0.349, 0.461, 0.488, 0.135, 0.065, -0.812, 0.351, 0.367, -1.325, -0.913, 0.192, -1.025, 0.150, 0.377, -1.078, -0.493, 0.305, 0.445, 0.480, 0.069, 0.484, 0.330, 0.341, 0.288, 0.353, 0.301, -0.493, -0.046, 0.439, 0.318, 0.365, -0.237, 0.675, -0.111, -0.833, 0.132, 0.258, -0.834, -0.938, 0.801, -1.371, -0.627, 0.401, -0.224, -0.992, 0.381, 0.084, 0.382, 0.426, 0.255, 0.262, 0.450, -0.026, 0.344, -0.370, 0.093, 0.746, -0.505, 0.426, 0.195, 0.228, 0.503, 0.222, -0.858, 0.315, 0.350, -0.630, -1.162, 0.552, -1.100, -1.175, 0.508, -1.121, 0.078, 0.407, -0.417, 0.549, 0.323, 0.394, 0.329, 0.360, 0.258, 0.379, 0.159, 0.357, 0.449, 0.393, 0.351, 0.278, -0.193, 0.027, -0.155, -0.879, 0.446, 0.825, 1.539, -1.223, 1.060, -1.113, -1.203, 0.200, -0.967, -0.988, -1.071, -0.262, -0.585, 0.308, 0.418, 0.227, 0.022, 0.188, 0.544, 0.147, 0.231, 0.413, 0.250, 0.269, 0.405, 0.234, 0.301, 0.352, -0.912, 0.327, 0.510, -1.114, -1.321, 0.728, -0.748, -1.401, 0.321, -1.231, -1.069, 0.416, 0.323, 0.228, 0.327, 0.470, 0.366, 0.213, 0.366, -0.101, 0.427, 0.238, 0.464, 0.407, 0.393, 0.362, 0.333, 0.337, 0.286, 0.187, 0.083, -0.452, 0.239, 0.141, 0.271, -0.323, 0.006, 0.513, -0.799, -0.055, 0.415, -0.107, 0.198, -0.270, -0.025, 0.580, -0.674, -0.354, -0.020, 0.152, 0.257, -0.188, 0.177, 0.295, -0.549, 1.361, 1.288, -0.509, -0.648, -0.754, -0.488, 0.483, -0.316, -0.410, -0.138, 0.097, 0.163, 0.147, 0.057]}